Record 1
{
  "formula": "C6H39NO12",
  "method": "ωB97M-V/def2-TZVPD",
  "e_lumo_ev": 0.27,
  "e_homo_ev": -9.1,
  "de_lowest_ev": 3.868,
  "homo_lumo_gap_ev": 9.401,
  "elements": ["C", "H", "H", "H", "H", "C", "H", "H", "O", "H", "C", "H", "H", "H", "O", "H", "H", "O", "O", "H", "H", "H", "H", "O", "H", "H", "H", "C", "H", "H", "H", "O", "O", "H", "H", "C", "N", "H", "H", "H", "O", "H", "O", "H", "O", "C", "O", "O", "H", "H", "H", "H", "H", "H", "H", "H", "H", "H"],
  "positions_angstrom": [[0.0124, 1.2027, -1.1806], [4.7353, 0.3949, -1.1335], [2.1917, 3.0609, 0.8131], [-3.6859, 0.7274, -0.8733], [-0.3151, 0.1118, 2.7998], [-1.3599, 0.6481, -0.5937], [1.2323, 0.4020, 3.0424], [-3.1833, -0.6924, 2.2664], [1.3431, -2.6285, 2.8710], [3.6959, -1.2780, 1.1285], [-2.6268, -1.5894, 2.0229], [2.0054, -3.3701, 0.7825], [1.8753, -1.4914, -2.5302], [-0.5426, -0.5670, 1.1001], [1.4151, 3.2267, 1.3790], [0.8698, -1.7720, 3.0278], [-0.1803, 1.8880, -1.9335], [1.6332, -3.2234, -0.1095], [0.4058, -0.2408, 3.2153], [-1.4084, -0.9295, -3.1579], [-3.1212, -2.5044, 2.3334], [-1.2995, -2.3987, -3.1155], [-2.8781, 3.3821, -0.9530], [3.7217, -1.2436, 2.1001], [0.9601, 2.3343, 1.5075], [-1.8485, 0.3347, -1.6088], [-5.0302, 0.4175, -1.5401], [-2.4937, -1.4448, 0.4886], [0.6165, 0.4455, -1.6484], [2.3419, -2.5740, -1.6265], [-3.2425, -0.7215, 0.0548], [2.6744, -1.8560, -2.1788], [2.5412, 1.1269, 2.5700], [-2.0149, 1.6470, 1.0856], [-1.0656, 3.3841, -0.8215], [-1.1692, -0.7426, 0.2377], [-2.2206, 1.7278, 0.1287], [3.1788, 3.4092, -1.6895], [2.9481, 1.4013, 3.4648], [3.4260, -0.5045, -1.5738], [-4.1551, 0.7485, -1.6243], [-0.4439, -1.2471, -0.4882], [2.4783, 2.6387, -1.5935], [-1.7177, -1.4605, 2.6813], [-2.8234, -0.2207, -4.0003], [-2.0100, 3.1373, -0.3573], [-0.7917, -1.6208, -2.9448], [3.8045, 0.3921, -1.2703], [2.9505, -1.7997, 2.3498], [2.8675, 1.7995, -1.5607], [-2.6050, -2.5029, 0.2219], [0.7152, -2.9019, 0.0111], [-1.9019, 3.9365, 0.4607], [-3.3177, 0.1182, -3.2095], [-2.7348, 0.6143, -4.5091], [1.6816, -3.0745, 3.6723], [3.1626, 0.3233, 2.4179], [0.7036, 1.6195, -0.4091]],
  "nbo_charge": [-0.64, 0.48, 0.49, 0.49, 0.47, -0.03, 0.51, 0.20, -1.03, 0.49, -0.62, 0.50, 0.49, 0.19, -0.95, 0.52, 0.21, -0.98, -1.00, 0.49, 0.21, 0.47, 0.20, -0.97, 0.47, 0.18, 0.48, -0.43, 0.21, 0.51, 0.20, -0.97, -0.97, 0.35, 0.21, -0.43, -0.69, 0.47, 0.48, 0.52, -0.96, 0.23, -0.99, 0.20, -0.98, -0.44, -0.98, -1.02, 0.50, 0.50, 0.22, 0.49, 0.21, 0.51, 0.48, 0.49, 0.51, 0.22]
}

=====

Record 2
{
  "formula": "C23H37AlB2BeBr2CsF4LiO21PV",
  "method": "ωB97M-V/def2-TZVPD",
  "e_lumo_ev": -9.44,
  "e_homo_ev": -11.2,
  "total_charge": 2,
  "homo_lumo_gap_ev": 1.713,
  "elements": ["C", "C", "H", "H", "Br", "H", "H", "O", "H", "O", "C", "B", "H", "H", "O", "C", "C", "O", "Al", "F", "O", "O", "C", "C", "O", "H", "Li", "H", "H", "H", "Be", "H", "O", "F", "C", "C", "H", "C", "H", "F", "H", "P", "O", "O", "C", "H", "C", "H", "H", "C", "H", "O", "Br", "O", "C", "H", "C", "H", "H", "C", "O", "H", "O", "H", "O", "O", "H", "H", "C", "H", "H", "H", "C", "O", "F", "C", "C", "C", "H", "H", "H", "Cs", "O", "H", "O", "O", "C", "H", "B", "H", "H", "O", "C", "V", "H"],
  "positions_angstrom": [[6.2385, 0.4793, 2.8212], [-3.8159, 0.2648, 4.2212], [0.7930, 5.1471, -1.1130], [1.5998, 1.5688, -1.5397], [1.5812, -4.2052, -7.5943], [-4.6801, -1.4959, -5.6927], [2.0435, 4.5854, -2.2062], [-6.4308, -0.1328, -2.5735], [1.0440, -0.8998, 6.1275], [-3.6501, 0.8756, 3.0786], [3.0211, 2.8461, -0.4531], [-4.4214, 2.2017, 3.2026], [-5.3590, -3.0893, -5.3149], [6.5006, -0.1989, 2.0141], [-2.1731, -12.5311, 2.5712], [1.3260, 0.0540, 6.5665], [4.3785, -0.0530, -3.7212], [-5.8685, -1.6371, -4.0022], [2.1757, -1.7857, -6.3071], [3.5011, -5.4727, -9.9877], [2.1930, 2.1231, 1.6592], [-2.6334, -10.1105, 1.5053], [3.3869, 2.4499, 0.9943], [2.6689, 1.7301, -1.4360], [-5.4487, 2.2776, 2.1738], [5.7221, -0.0386, 3.6193], [-6.2002, -6.5868, 3.6122], [-6.9917, 1.0947, -1.0458], [3.9318, 3.3104, -0.8593], [2.7070, 2.8829, -3.2441], [3.7013, -1.8189, -0.8555], [-5.2468, 2.2627, -3.2553], [-3.3536, -0.8339, 4.4804], [4.1468, -3.7606, -8.6255], [-4.6708, 1.1179, 5.1846], [3.2542, 2.0384, -2.8311], [4.0570, -1.0882, -3.8433], [-6.0886, 2.2895, -2.5633], [-5.2556, 0.8610, -1.1606], [3.7509, -3.3795, -10.8377], [-5.9729, 3.1537, -1.9127], [-3.0681, -6.6917, 5.0597], [-4.5150, -6.4492, 4.6878], [1.2672, 2.0806, 5.1364], [1.8401, 1.4921, 3.9828], [4.8896, 0.0642, -2.7700], [1.8410, 0.1830, -3.8920], [1.9791, -0.7335, -4.4888], [3.8018, 3.3734, 1.4007], [-6.1629, 1.0214, -1.7448], [1.1955, 0.7325, 3.5149], [2.0156, 3.8061, -0.2599], [3.5982, -0.3955, 1.5931], [-3.5113, 3.3199, 2.9952], [-5.2120, 3.3493, 1.4102], [6.1928, 2.3342, 1.8299], [-5.4185, -0.6044, -3.2753], [7.1837, 0.8414, 3.2166], [1.5130, -0.1565, -2.9137], [-4.9078, -2.1969, -4.8908], [-2.1600, -5.6815, 4.3732], [-3.9962, -2.4703, -4.3612], [-0.5935, 1.2929, 5.9806], [3.0065, 3.1144, 3.3075], [-4.2828, -0.1945, -3.2849], [-5.8687, 3.6992, 0.4820], [1.2580, 3.2992, 3.0846], [3.2989, 1.3823, -4.8389], [2.0978, 2.6142, 2.9820], [4.9458, 2.2173, 3.0677], [2.7757, 0.9826, 4.2263], [4.2897, 2.3534, -2.7140], [5.4524, 1.6704, 2.2792], [-2.8344, -6.4782, 6.5509], [1.9252, -3.7961, -9.4203], [3.1777, 0.9104, -3.8631], [-3.9353, 4.0382, 1.9518], [0.5941, 1.1757, 5.8930], [1.0942, 0.0173, 7.6234], [5.0931, 0.1388, -4.5190], [5.0583, 1.1846, 0.2372], [-1.4798, -1.3734, 3.7437], [-4.9958, 2.2194, 4.5508], [3.0641, 0.7552, -1.1323], [-4.9676, 0.7926, 6.2915], [-3.4175, 5.0166, 1.5176], [4.4747, 1.3627, 1.1353], [1.0444, 0.7646, -4.3503], [3.4892, -4.1478, -9.7752], [2.3978, 0.1666, 6.4288], [-6.9934, 2.4112, -3.1598], [-2.6028, -8.1085, 4.7547], [1.3588, 4.2736, -1.4183], [-2.3765, -11.0280, 2.7141], [0.6239, 3.5580, -1.7868]],
  "lowdin_charge": [-0.14, -0.44, 0.10, 0.12, 0.92, 0.10, 0.09, 0.05, 0.08, 0.20, -0.29, -0.85, 0.09, 0.07, -0.17, 0.03, -0.10, 0.00, 0.97, 0.23, -0.13, -0.19, -0.33, -0.14, 0.24, 0.06, 0.88, 0.13, 0.16, 0.10, 0.30, 0.07, -0.53, 0.10, -0.39, -0.16, 0.02, -0.06, 0.12, 0.25, 0.07, -0.11, -0.42, 0.01, -0.18, 0.04, -0.12, -0.15, 0.16, -0.19, 0.11, -0.12, 0.66, 0.24, -0.36, 0.12, -0.62, 0.08, 0.08, -0.06, -0.07, 0.09, 0.13, 0.13, 0.11, 0.17, 0.15, 0.13, -0.14, 0.10, 0.11, 0.12, -0.28, 0.02, -0.25, -0.41, -0.37, -0.54, 0.10, 0.08, 0.10, 1.39, 0.27, 0.03, 0.19, 0.18, -0.48, 0.10, -1.20, 0.09, 0.09, -0.22, -0.07, 1.30, 0.09]
}

=====

Record 3
{
  "formula": "C19H44IN3O2P",
  "method": "ωB97M-V/def2-TZVPD",
  "e_lumo_ev": -3.55,
  "e_homo_ev": -12.0,
  "total_charge": 1,
  "homo_lumo_gap_ev": 8.480,
  "elements": ["C", "H", "O", "H", "H", "H", "H", "H", "H", "H", "H", "H", "H", "N", "H", "H", "H", "H", "C", "H", "H", "H", "H", "N", "C", "H", "C", "H", "H", "C", "C", "H", "C", "O", "H", "H", "H", "H", "H", "H", "H", "C", "C", "C", "N", "H", "H", "P", "C", "H", "C", "H", "H", "C", "H", "H", "H", "I", "C", "H", "C", "H", "H", "C", "H", "H", "C", "C", "H", "C"],
  "positions_angstrom": [[-0.4510, -2.9261, 0.5716], [1.4352, -1.7970, 4.4034], [-9.1608, -1.3508, -1.5490], [1.6556, -0.9772, 0.7232], [5.6111, -1.6003, 1.6955], [-0.7800, -0.8253, 0.8714], [-0.0064, -3.7524, -1.3893], [1.1660, -0.3323, 2.2707], [-7.4932, 3.7642, -1.9531], [-1.5509, 1.6876, -0.0775], [-0.0159, -3.7737, 1.1074], [7.7849, -0.4223, 3.7201], [8.9791, 0.6211, 0.2735], [-6.8100, -0.4337, -2.2406], [-6.5591, 3.3268, -0.4913], [-8.2583, 1.6419, -2.1267], [-2.6805, 0.5316, -0.7686], [6.1761, 1.8604, 0.1147], [5.8634, 0.1700, 2.8843], [-9.9483, -0.8325, -1.3568], [-5.3130, 1.0654, -0.1835], [6.4503, -1.4894, 4.1511], [-4.2393, 2.7394, -0.8755], [-5.2469, 0.9479, -1.1916], [1.4837, -2.6761, 3.7568], [2.0783, -3.2034, 1.7548], [5.9523, -0.5696, 1.5501], [8.1072, 1.2899, 1.6286], [1.2389, -2.6724, -0.7790], [2.0084, -2.3050, 2.3747], [-2.1647, 2.1698, -2.1307], [8.0170, -1.1946, 1.5530], [-4.6378, 2.2190, -1.7535], [-5.6623, 3.0040, -2.3300], [0.4828, -3.1089, 3.7084], [-0.2762, -2.0089, -1.3872], [-4.6262, 2.5665, -4.5693], [7.0471, 1.1514, -1.2449], [-1.0111, 0.5243, -1.2742], [5.2470, -0.1169, 0.8467], [4.8186, 0.1756, 3.2091], [-6.5404, 0.7220, -1.6783], [7.9742, 0.7667, 0.6774], [-6.7905, 3.0570, -1.5257], [-7.4316, 1.7117, -1.5411], [6.6090, 0.0885, 4.9235], [-3.6007, 3.8173, -3.8736], [-8.4075, -0.9231, -2.9197], [0.1614, -2.8365, -0.8217], [-2.8784, 2.4664, -4.7490], [-0.2822, -1.6497, 1.3948], [-2.1309, 3.1986, -1.7621], [-1.4142, 2.1058, -2.9182], [-3.5328, 1.9362, -2.7817], [6.1403, 1.2191, 2.7470], [7.2838, -1.1408, -0.0306], [3.0291, -1.9243, 2.4674], [-7.6401, -3.0559, -3.6742], [7.3469, -0.6051, 0.9220], [-1.5191, -3.1455, 0.4827], [6.7256, -0.4460, 3.9801], [-3.6048, 0.8724, -3.0266], [7.6694, 2.5978, -0.4507], [-1.8341, 1.1820, -0.9997], [-6.0227, -1.0741, -2.2452], [2.1311, -3.4081, 4.2403], [1.1681, -1.2444, 1.6651], [-3.6786, 2.7466, -4.0654], [-0.8130, -1.7658, 2.3437], [7.1714, 1.6432, -0.2772]],
  "nbo_charge": [-0.40, 0.20, -0.98, 0.20, 0.20, 0.19, 0.21, 0.20, 0.23, 0.22, 0.20, 0.20, 0.20, -0.83, 0.19, 0.41, 0.20, 0.20, -0.40, 0.52, 0.41, 0.20, 0.18, -0.69, -0.61, 0.19, -0.40, 0.19, 0.21, -0.40, -0.40, 0.20, 0.27, -0.50, 0.20, 0.19, 0.22, 0.20, 0.23, 0.20, 0.20, 0.72, -0.40, 0.09, -0.57, 0.21, 0.22, 1.06, -0.61, 0.23, -0.39, 0.20, 0.22, -0.25, 0.19, 0.20, 0.21, -0.01, -0.40, 0.19, -0.61, 0.21, 0.21, -0.63, 0.45, 0.22, -0.40, -0.60, 0.20, -0.61]
}

=====

Number 3 is which compound? C19H44IN3O2P